# 1
# C38H46BrCl2N8O4PSTa

A structure of composition C38H46BrCl2N8O4PSTa (ωB97M-V/def2-TZVPD, the Open Molecules 2025 dataset).

Each line ends with the Löwdin charge.
Atoms and positions in Å:
Ta -0.013 -0.186 0.102  1.856
Cl 4.791 4.455 1.639  0.771
C 3.379 3.496 1.732  -0.660
C 3.342 2.301 1.037  -0.026
C 2.184 1.542 1.067  -0.238
N 1.946 0.289 0.434  -0.073
C 3.004 -0.635 0.344  -0.438
O 4.166 -0.378 0.393  0.172
C 2.506 -2.027 0.263  -0.182
C 3.387 -3.071 0.137  0.058
C 2.888 -4.364 0.104  0.021
C 1.519 -4.548 0.200  0.007
C 0.701 -3.445 0.322  -0.108
N 1.176 -2.192 0.359  0.010
C 1.093 1.950 1.808  -0.256
C 1.135 3.136 2.528  -0.025
C 2.274 3.913 2.482  -0.662
Cl 2.300 5.389 3.350  0.760
N -0.005 1.059 1.716  -0.096
C -0.854 0.947 2.859  -0.417
O -0.572 1.326 3.949  0.193
C -2.145 0.329 2.515  -0.210
C -3.159 0.247 3.442  0.053
C -4.398 -0.203 3.012  0.017
C -4.555 -0.526 1.672  -0.006
C -3.467 -0.443 0.826  -0.120
N -2.265 -0.036 1.242  0.022
H 4.213 1.978 0.491  0.112
H 4.445 -2.853 0.074  0.147
H 3.557 -5.212 0.014  0.140
H 1.081 -5.538 0.189  0.133
H -0.361 -3.558 0.428  0.037
H 0.300 3.464 3.128  0.120
H -2.963 0.543 4.463  0.144
H -5.229 -0.284 3.703  0.137
H -5.516 -0.837 1.281  0.129
H -3.556 -0.687 -0.222  0.089
C -3.649 6.297 1.842  -0.016
C -2.783 5.319 1.087  -0.217
C -2.019 5.712 -0.006  0.020
C -1.257 4.792 -0.710  -0.068
C -1.327 3.503 -0.238  -0.602
Br -0.279 2.168 -1.273  0.972
N -1.990 3.065 0.771  0.061
C -2.719 3.976 1.443  -0.048
H -4.335 6.804 1.161  0.099
H -3.038 7.070 2.316  0.101
H -4.236 5.803 2.614  0.086
H -2.010 6.751 -0.318  0.143
H -0.648 5.075 -1.559  0.118
H -3.271 3.608 2.305  0.128
O 0.632 -0.692 -1.876  -0.464
P 0.907 -0.316 -3.367  0.547
N 1.330 -1.601 -4.240  -0.165
C 2.739 -2.098 -4.335  -0.148
C 2.582 -3.605 -4.198  -0.151
C 1.284 -3.867 -4.968  -0.143
C 0.377 -2.703 -4.556  -0.161
N -0.461 0.319 -3.998  -0.191
C -0.488 0.771 -5.436  -0.157
C -1.878 0.371 -5.923  -0.143
C -2.714 0.448 -4.646  -0.145
C -1.787 -0.192 -3.619  -0.246
N 2.098 0.774 -3.433  -0.173
C 2.529 1.433 -4.708  -0.157
C 3.864 2.076 -4.345  -0.139
C 4.444 1.123 -3.296  -0.139
C 3.229 0.764 -2.453  -0.186
H 3.380 -1.651 -3.577  0.100
H 3.144 -1.850 -5.318  0.129
H 2.461 -3.879 -3.145  0.104
H 3.437 -4.144 -4.604  0.128
H 0.832 -4.830 -4.741  0.120
H 1.477 -3.828 -6.040  0.126
H -0.212 -2.965 -3.670  0.086
H -0.306 -2.410 -5.355  0.115
H 0.310 0.307 -6.018  0.113
H -0.365 1.853 -5.474  0.116
H -1.873 -0.652 -6.305  0.116
H -2.239 1.026 -6.714  0.129
H -3.672 -0.066 -4.731  0.122
H -2.897 1.492 -4.380  0.126
H -1.828 -1.284 -3.709  0.089
H -2.021 0.086 -2.593  0.066
H 1.793 2.167 -5.030  0.107
H 2.657 0.693 -5.504  0.117
H 3.707 3.067 -3.912  0.124
H 4.504 2.182 -5.220  0.127
H 5.229 1.575 -2.691  0.127
H 4.853 0.235 -3.785  0.117
H 3.056 1.530 -1.692  0.103
H 3.326 -0.202 -1.964  0.083
C -3.672 -2.611 -1.868  -0.207
S -2.059 -2.981 -1.193  0.971
C -2.660 -3.989 0.151  -0.199
O -1.559 -1.681 -0.529  -0.715
H -3.903 -3.425 -2.564  0.093
H -3.631 -1.675 -2.408  0.047
H -4.420 -2.580 -1.076  0.070
H -3.256 -4.794 -0.293  0.096
H -3.272 -3.365 0.803  0.075
H -1.829 -4.425 0.702  0.055

Values from the calculation:
Lowest unoccupied orbital energy in eV: -9.42
Total charge: +3
Orbital gap in hartree: 0.2108
ΔE to the lowest compared entry with this formula, charge and spin in eV: 3.250

***

# 2
# C3H12NO2

A cluster of 3 separate species, C3H12NO2 in total (ωB97M-V/def2-TZVPD, the Open Molecules 2025 dataset).

Each line ends with the natural charge from an NBO analysis.
Atoms and positions in Å:
C 0.998 0.384 1.534  -0.616
C -0.127 -0.038 0.569  -0.262
C -0.898 1.388 -1.206  0.161
N 0.005 0.587 -0.751  -0.412
H 0.648 1.152 2.207  0.234
H 1.340 -0.475 2.106  0.247
H 1.844 0.702 0.932  0.223
H -0.301 -1.108 0.456  0.250
H -1.048 0.275 1.066  0.231
H -0.762 1.829 -2.189  0.223
H -1.877 1.453 -0.751  0.220
H 0.317 -0.022 -1.524  0.487
H 2.742 0.359 -2.848  0.490
H 2.605 -1.114 -2.818  0.494
O 2.090 -0.318 -2.627  -0.973
H -2.391 -2.361 2.353  0.493
H -2.951 -1.230 1.447  0.473
O -2.234 -1.462 2.043  -0.961

Values from the calculation:
Lowest unoccupied orbital energy in eV: -5.40
Total charge: +1
Orbital gap in hartree: 0.3533
ΔE to the lowest compared entry with this formula, charge and spin in eV: 2.055

***

# 3
# C12H13ClO4

An isolated molecule of C12H13ClO4 (ωB97M-V/def2-TZVPD, the Open Molecules 2025 dataset).

Each line ends with the natural charge from an NBO analysis.
Atoms and positions in Å:
C -0.624 -3.180 1.880  -0.407
C -1.864 -3.026 1.459  -0.036
Cl -3.084 -4.207 1.793  0.002
C -2.407 -1.870 0.665  -0.130
O -1.422 -0.884 0.406  -0.519
C -0.691 -1.035 -0.712  0.809
O -0.868 -1.921 -1.504  -0.583
C 0.334 0.059 -0.895  -0.319
C 0.905 0.647 0.408  -0.325
C 2.375 0.414 0.640  0.797
O 2.880 0.349 1.730  -0.593
O 3.091 0.313 -0.485  -0.689
C 0.591 2.172 0.269  -0.245
C 1.387 2.670 -0.908  -0.197
C 0.842 2.159 -2.004  -0.176
C -0.323 1.307 -1.573  -0.247
C -0.807 2.089 -0.350  -0.385
H -0.318 -4.045 2.440  0.221
H 0.127 -2.439 1.673  0.213
H -3.203 -1.371 1.226  0.213
H -2.810 -2.245 -0.285  0.228
H 1.114 -0.342 -1.544  0.260
H 0.373 0.269 1.283  0.259
H 4.031 0.199 -0.275  0.503
H 0.706 2.719 1.200  0.233
H 2.265 3.283 -0.825  0.221
H 1.178 2.246 -3.020  0.220
H -1.049 1.054 -2.341  0.231
H -1.206 3.067 -0.613  0.223
H -1.523 1.546 0.263  0.218

Values from the calculation:
Lowest unoccupied orbital energy in eV: 0.64
Orbital gap in hartree: 0.3758
SMILES: C=C(Cl)COC(=O)[C@@H]1[C@@H](C(=O)O)[C@H]2C=C[C@@H]1C2

***

# 4
# C38H43FeN4O2PS2

A structure of composition C38H43FeN4O2PS2 (ωB97M-V/def2-TZVPD, the Open Molecules 2025 dataset).

Each line ends with the Löwdin charge.
Atoms and positions in Å:
Fe -0.648 -0.561 1.668  -0.008
O -0.749 -1.805 3.142  -0.213
C -1.817 -2.116 3.800  -0.354
C -1.699 -3.001 4.905  -0.026
C -2.785 -3.383 5.652  -0.101
C -4.072 -2.918 5.348  -0.119
C -4.220 -2.065 4.282  -0.069
C -3.131 -1.642 3.500  -0.145
C -3.419 -0.764 2.392  -0.072
N -2.524 -0.234 1.644  -0.115
N -2.972 0.577 0.601  0.104
C -1.959 0.963 -0.123  -0.462
O -0.725 0.655 0.092  -0.204
C -2.246 1.827 -1.304  -0.144
C -1.189 2.457 -1.955  -0.041
C -1.424 3.264 -3.059  -0.091
C -2.719 3.441 -3.526  -0.101
C -3.776 2.810 -2.882  -0.085
C -3.543 2.008 -1.776  -0.031
H -0.707 -3.370 5.134  0.109
H -2.642 -4.060 6.486  0.098
H -4.926 -3.227 5.935  0.090
H -5.207 -1.696 4.020  0.105
H -4.459 -0.538 2.165  0.128
H -0.187 2.312 -1.571  0.100
H -0.597 3.760 -3.553  0.098
H -2.905 4.072 -4.387  0.098
H -4.787 2.946 -3.245  0.100
H -4.356 1.515 -1.261  0.107
S -0.955 -2.398 -0.007  0.899
C 0.207 -1.827 -1.032  -0.630
N 0.219 -2.076 -2.349  -0.097
C 1.403 -1.755 -3.132  -0.099
C 1.822 -0.353 -2.793  -0.091
N 2.059 -0.265 -1.356  -0.078
C 3.082 0.706 -0.957  -0.120
C 4.472 0.208 -1.263  -0.213
C 4.980 -0.905 -0.595  -0.030
C 6.248 -1.376 -0.892  -0.072
C 7.024 -0.741 -1.855  -0.087
C 6.526 0.367 -2.520  -0.081
C 5.252 0.837 -2.225  -0.051
C 1.354 -0.971 -0.483  -0.616
S 1.668 -0.983 1.163  0.824
C -0.799 -2.927 -2.971  -0.122
C -1.149 -2.466 -4.361  -0.235
C -1.649 -1.183 -4.569  -0.029
C -1.968 -0.759 -5.849  -0.070
C -1.798 -1.613 -6.932  -0.086
C -1.307 -2.893 -6.730  -0.080
C -0.980 -3.314 -5.447  -0.046
H 1.150 -1.828 -4.187  0.129
H 2.211 -2.463 -2.916  0.146
H 1.049 0.364 -3.085  0.137
H 2.754 -0.103 -3.299  0.131
H 2.951 0.900 0.105  0.083
H 2.883 1.626 -1.513  0.132
H 4.377 -1.396 0.160  0.090
H 6.637 -2.239 -0.366  0.106
H 8.015 -1.111 -2.082  0.103
H 7.125 0.867 -3.270  0.104
H 4.864 1.708 -2.743  0.112
H -1.671 -2.899 -2.319  0.079
H -0.443 -3.962 -2.988  0.137
H -1.795 -0.515 -3.726  0.118
H -2.359 0.239 -5.999  0.105
H -2.051 -1.280 -7.930  0.103
H -1.175 -3.565 -7.568  0.104
H -0.592 -4.314 -5.289  0.113
C 0.858 -0.048 5.310  -0.131
C 1.266 0.958 4.234  -0.381
P -0.031 1.215 2.966  0.956
C 0.611 2.599 1.934  -0.364
C 1.637 3.543 2.556  -0.147
C -1.435 1.934 3.897  -0.369
C -1.179 3.182 4.732  -0.138
H 1.694 -0.245 5.983  0.072
H 0.533 -0.985 4.861  0.048
H 0.033 0.336 5.914  0.070
H 2.157 0.613 3.703  0.067
H 1.524 1.919 4.685  0.067
H -0.271 3.148 1.590  0.088
H 1.019 2.126 1.038  0.043
H 1.284 3.990 3.485  0.054
H 1.869 4.359 1.867  0.070
H 2.571 3.024 2.776  0.067
H -1.822 1.118 4.516  0.079
H -2.208 2.117 3.145  0.078
H -0.405 3.016 5.484  0.065
H -2.086 3.485 5.258  0.071
H -0.867 4.022 4.109  0.060

Values from the calculation:
Lowest unoccupied orbital energy in eV: -0.73
Orbital gap in hartree: 0.2120
ΔE to the lowest compared entry with this formula, charge and spin in eV: 0.000

***

# 5
# C4H2N

The ion C4H2N with charge +1 (ωB97M-V/def2-TZVPD, the Open Molecules 2025 dataset).

Each line ends with the natural charge from an NBO analysis.
Atoms and positions in Å:
C -1.282 -1.615 1.823  -0.164
C -1.843 -2.626 1.404  0.376
C -1.139 -0.536 1.024  0.051
C -1.731 0.128 -0.011  0.434
N -0.251 0.038 0.048  -0.663
H 0.287 0.867 0.342  0.487
H 0.234 -0.480 -0.702  0.479

Values from the calculation:
Lowest unoccupied orbital energy (alpha / beta) in eV: -9.62 / -9.63
Total charge: +1
Orbital gap (alpha / beta) in hartree: 0.2536 / 0.2571
ΔE to the lowest compared entry with this formula, charge and spin in eV: 0.000

***

For reference, strongest force on any atom by record: 1.22; 2.73; 0.66; 0.73; 6.77 eV Å⁻¹.